Record 1
DFT (ωB97M-V with the def2-TZVPD basis set) results for a cluster of 5 separate species, H10O5 in total.

```
! wB97M-V def2-TZVPD RIJCOSX def2/J DEFGRID3
* xyz 0 1
O 3.17 0.57 0.39
H 3.59 -0.20 0.71
H 2.22 0.56 0.67
O -0.50 1.58 -1.75
H 0.15 2.03 -2.34
H -1.05 1.01 -2.21
O 0.33 0.68 0.69
H -0.05 1.12 -0.08
H -0.38 0.29 1.22
O -0.19 -1.38 -1.16
H -0.73 -2.14 -0.91
H -0.18 -0.69 -0.48
O -2.02 -1.10 1.42
H -1.63 -1.70 2.04
H -2.74 -0.63 1.79
*
```

SMILES: O.O.O.O.O
Energy relative to the best compared isomer or geometry (same formula, charge and spin), kJ/mol: 97.93

---

Record 2
DFT (ωB97M-V with the def2-TZVPD basis set) results for a cluster of 5 separate species, H10O5 in total.

```
! wB97M-V def2-TZVPD RIJCOSX def2/J DEFGRID3
* xyz 0 1
O 1.48 1.62 -1.12
H 1.50 0.70 -0.83
H 0.64 1.95 -0.79
O 2.36 -3.22 2.55
H 3.14 -3.61 2.95
H 2.69 -2.43 2.12
O -2.96 0.32 0.11
H -3.07 0.47 1.05
H -3.84 0.48 -0.26
O 0.09 2.08 -2.95
H -0.68 2.26 -3.50
H -0.07 1.21 -2.58
O -0.54 -0.75 1.43
H -0.22 0.13 1.24
H -0.51 -1.21 0.58
*
```

SMILES: O.O.O.O.O
Energy relative to the best compared isomer or geometry (same formula, charge and spin), kJ/mol: 175.41

---

Ordered energy results: -382.18687, -382.15736; unit hartree.
Ordered HOMO level results: -0.3835, -0.4112; unit Eh.